1.
{"formula": "C50H138N6O29", "method": "wB97M-V/def2-TZVPD", "elements": ["C", "O", "C", "C", "N", "C", "C", "O", "C", "H", "H", "H", "H", "H", "H", "H", "H", "H", "H", "H", "H", "H", "H", "H", "C", "O", "C", "C", "N", "C", "C", "O", "C", "H", "H", "H", "H", "H", "H", "H", "H", "H", "H", "H", "H", "H", "H", "H", "C", "O", "C", "C", "N", "C", "C", "O", "C", "H", "H", "H", "H", "H", "H", "H", "H", "H", "H", "H", "H", "H", "H", "H", "C", "O", "C", "C", "N", "C", "C", "O", "C", "H", "H", "H", "H", "H", "H", "H", "H", "H", "H", "H", "H", "H", "H", "H", "C", "O", "C", "C", "N", "C", "C", "O", "C", "H", "H", "H", "H", "H", "H", "H", "H", "H", "H", "H", "H", "H", "H", "H", "C", "O", "C", "C", "N", "C", "C", "O", "C", "H", "H", "H", "H", "H", "H", "H", "H", "H", "H", "H", "H", "H", "H", "H", "C", "C", "O", "O", "H", "H", "H", "H", "H", "H", "C", "C", "O", "O", "H", "H", "H", "H", "H", "H", "C", "C", "O", "O", "H", "H", "H", "H", "H", "H", "C", "C", "O", "O", "H", "H", "H", "H", "H", "H", "C", "C", "O", "O", "H", "H", "H", "H", "H", "H", "C", "C", "O", "O", "H", "H", "H", "H", "H", "H", "C", "C", "O", "O", "H", "H", "H", "H", "H", "H", "O", "H", "H", "O", "H", "H", "O", "H", "H"], "xyz": [[-15.7691, 1.8011, -28.5525], [-16.6354, 1.8046, -29.7781], [-16.8934, 0.4745, -30.0903], [-15.6966, -0.0295, -30.9842], [-15.5287, 0.8137, -32.2482], [-14.1246, 0.7449, -32.7802], [-13.1956, 1.9565, -32.6768], [-13.3414, 2.6303, -31.4738], [-12.9038, 4.0168, -31.4388], [-15.9739, 1.0024, -27.8396], [-15.9069, 2.7112, -27.9685], [-14.7393, 1.5600, -28.8162], [-17.7020, 0.6063, -30.8093], [-17.2590, -0.2040, -29.3195], [-15.9645, -1.0177, -31.3580], [-14.7813, -0.1976, -30.4167], [-15.8328, 1.7242, -31.9342], [-14.0160, 0.3511, -33.7908], [-13.7046, -0.1980, -32.4298], [-13.5407, 2.6527, -33.4412], [-12.1994, 1.6118, -32.9540], [-11.8169, 3.9375, -31.4168], [-13.2306, 4.3905, -30.4684], [-13.1886, 4.7267, -32.2153], [-3.7453, -0.0005, -29.0901], [-3.8932, 0.9711, -30.0554], [-2.7904, 1.2553, -30.8940], [-3.1090, 2.2772, -31.9714], [-3.6129, 1.6260, -33.1528], [-3.4486, 2.5191, -34.3718], [-4.0221, 1.8494, -35.6923], [-5.3711, 1.4069, -35.3415], [-5.8307, 0.2801, -36.1896], [-4.4171, 0.1352, -28.2425], [-2.7664, -0.1305, -28.6287], [-3.9682, -1.0038, -29.4532], [-2.3655, 0.4089, -31.4337], [-1.9505, 1.5398, -30.2602], [-2.1042, 2.5819, -32.2641], [-3.6471, 3.1188, -31.5351], [-4.6184, 1.5761, -33.2341], [-2.4321, 2.8617, -34.5655], [-4.0149, 3.4392, -34.2278], [-3.4469, 1.0786, -36.2053], [-4.1771, 2.6399, -36.4266], [-5.6978, 0.3585, -37.2686], [-6.8966, 0.2769, -35.9617], [-5.4680, -0.7358, -36.0330], [-11.0146, 15.2764, -18.7352], [-12.1719, 14.8525, -19.4758], [-13.1682, 15.8472, -19.6599], [-14.2112, 15.2320, -20.5436], [-14.8275, 14.0840, -19.9283], [-16.0172, 13.5612, -20.5801], [-16.5110, 12.2420, -19.9469], [-15.5920, 11.1472, -19.9106], [-16.0803, 9.8218, -19.5719], [-10.4211, 14.3745, -18.5855], [-11.2174, 15.5547, -17.7011], [-10.4395, 16.0952, -19.1676], [-12.7880, 16.6896, -20.2378], [-13.4721, 16.1885, -18.6704], [-13.6460, 14.8358, -21.3872], [-14.9198, 15.9690, -20.9213], [-14.2385, 13.3007, -19.6839], [-15.7277, 13.5564, -21.6310], [-16.9118, 14.1741, -20.4696], [-17.4591, 12.0405, -20.4454], [-16.8365, 12.3129, -18.9090], [-17.1257, 9.6915, -19.8516], [-16.0257, 9.6765, -18.4930], [-15.4642, 9.0326, -20.0028], [-7.6059, 5.7708, -10.4835], [-7.1795, 6.0806, -9.2065], [-7.4817, 7.2884, -8.5017], [-8.9544, 7.5514, -8.2024], [-9.5895, 6.9700, -7.0192], [-9.2854, 5.5558, -7.0541], [-10.0433, 4.7145, -6.0361], [-10.5004, 3.4278, -6.5380], [-11.4836, 2.7913, -5.7713], [-7.1051, 6.5441, -11.0659], [-8.6629, 5.7968, -10.7484], [-7.0907, 4.8886, -10.8636], [-7.2691, 7.9533, -9.3388], [-6.8544, 7.4955, -7.6347], [-9.5274, 7.3476, -9.1070], [-9.0866, 8.6278, -8.0929], [-9.0466, 7.3568, -6.2605], [-8.2393, 5.2670, -7.1554], [-9.5780, 5.0725, -7.9863], [-10.8449, 5.3961, -5.7519], [-9.4844, 4.5153, -5.1217], [-10.9855, 2.6729, -4.8090], [-11.6795, 1.7855, -6.1431], [-12.3957, 3.3571, -5.5813], [-7.1395, -2.1425, -13.0924], [-8.0552, -1.3391, -13.7926], [-9.2806, -1.0150, -13.1452], [-9.9045, 0.1309, -14.0404], [-10.4238, -0.2089, -15.3275], [-10.9178, 0.9341, -16.0487], [-11.2475, 0.5117, -17.6022], [-10.4651, 1.3449, -18.4380], [-10.2825, 0.6296, -19.7361], [-6.1173, -2.0644, -13.4628], [-7.5064, -3.1527, -13.2739], [-7.0025, -1.7912, -12.0696], [-9.0303, -0.7538, -12.1170], [-9.8760, -1.9236, -13.2345], [-9.0969, 0.8628, -14.0267], [-10.7381, 0.5053, -13.4463], [-9.6613, -0.6614, -15.8113], [-10.1257, 1.6785, -15.9668], [-11.9038, 1.3054, -15.7694], [-12.2184, 0.5995, -18.0898], [-11.1002, -0.5601, -17.7358], [-9.4080, -0.0197, -19.7759], [-10.1394, 1.3179, -20.5691], [-11.1031, -0.0750, -19.8710], [1.6024, -4.9412, -18.4223], [1.3577, -5.2428, -19.7938], [1.4252, -4.2131, -20.7380], [1.2920, -4.6022, -22.1938], [2.3041, -5.6890, -22.5539], [1.7650, -6.6549, -23.5821], [1.4302, -6.1450, -25.0615], [2.6598, -6.1505, -25.7420], [2.7156, -7.0545, -26.7956], [2.6009, -4.5900, -18.1620], [1.2173, -5.7626, -17.8180], [1.0362, -4.0819, -18.0630], [2.3877, -3.7744, -20.4750], [0.6747, -3.4347, -20.6008], [1.5964, -3.8092, -22.8769], [0.3120, -4.9276, -22.5428], [2.6719, -6.0989, -21.7072], [0.9574, -7.2326, -23.1324], [2.5728, -7.3863, -23.6072], [1.1662, -5.0879, -25.0915], [0.6783, -6.8607, -25.3940], [3.6859, -6.9670, -27.2844], [1.9315, -6.8763, -27.5315], [2.4683, -8.0576, -26.4480], [-12.7780, -7.0238, -6.1735], [-13.0648, -7.5334, -7.6144], [-11.9267, -7.6613, -8.4303], [-11.7056, -6.1054, -6.2373], [-12.5391, -7.8730, -5.5332], [-13.6517, -6.5140, -5.7676], [-13.6323, -6.7625, -8.1358], [-13.7229, -8.4020, -7.6356], [-11.7219, -8.5835, -8.2597], [-11.3100, -6.3305, -7.0825], [-9.8632, -6.5166, -26.2868], [-10.6378, -6.7147, -24.9952], [-10.9242, -5.4487, -24.5080], [-8.5994, -5.9223, -25.9834], [-10.3824, -5.8716, -26.9957], [-9.6494, -7.4992, -26.7074], [-10.0404, -7.2627, -24.2666], [-11.6268, -7.1606, -25.1006], [-10.1087, -4.9441, -24.4630], [-8.3338, -5.4802, -26.7931], [-1.3755, -11.0300, -11.3091], [-1.5438, -9.6962, -10.6265], [-1.8920, -9.8737, -9.2736], [-0.1524, -11.6271, -10.9155], [-1.1642, -10.7769, -12.3481], [-2.2270, -11.7026, -11.2057], [-2.4391, -9.1543, -10.9312], [-0.6433, -9.1113, -10.8137], [-1.2855, -10.5248, -8.9133], [-0.2679, -11.8343, -9.9852], [-6.0043, -4.3666, -19.1275], [-4.8752, -4.9554, -18.3436], [-4.2735, -5.9643, -19.0977], [-5.6299, -3.8501, -20.2888], [-6.4872, -3.7230, -18.3922], [-6.5759, -5.2947, -19.1232], [-5.3352, -5.5243, -17.5356], [-4.1718, -4.2173, -17.9583], [-3.4067, -6.1850, -18.7489], [-5.4751, -4.5851, -20.8867], [-10.5958, 8.6332, -18.2655], [-10.8651, 9.3893, -19.5505], [-9.6010, 9.5239, -20.1950], [-9.8670, 9.4116, -17.3192], [-10.0994, 7.7019, -18.5382], [-11.4620, 8.2531, -17.7237], [-11.1334, 10.4453, -19.5818], [-11.4314, 8.8858, -20.3341], [-8.8346, 9.7446, -19.6606], [-8.9479, 9.1375, -17.3626], [-16.2353, -0.6654, -9.2856], [-16.5336, 0.8153, -8.9626], [-15.4112, 1.5990, -9.2953], [-16.3555, -0.8757, -10.6873], [-16.9507, -1.2042, -8.6644], [-15.2329, -1.0269, -9.0562], [-16.5427, 0.9287, -7.8785], [-17.3777, 1.2864, -9.4663], [-14.7790, 1.4634, -8.5858], [-15.5803, -0.4995, -11.1105], [-13.6349, -6.4974, -15.5706], [-15.0198, -6.1075, -16.0248], [-16.0308, -6.4952, -15.1442], [-13.5185, -7.9568, -15.5645], [-13.4184, -5.8966, -14.6873], [-12.8789, -6.1396, -16.2695], [-15.3588, -6.3763, -17.0252], [-14.8461, -5.0320, -16.0607], [-15.9160, -6.1350, -14.2618], [-14.1272, -8.3330, -16.2046], [-7.5121, -9.0789, -12.6816], [-7.9206, -8.2501, -12.4316], [-8.2443, -9.6879, -12.7781], [-6.1384, 1.1227, -18.2075], [-6.3473, 0.6461, -19.0109], [-6.8848, 1.7068, -18.0740], [-16.1937, -4.2775, -23.5478], [-15.4690, -3.6524, -23.5338], [-15.9044, -4.9931, -22.9817]], "mulliken_charge": [-0.7590, -0.3484, -0.7080, -0.5131, -0.3870, -0.8128, -0.4300, -0.2273, -0.7748, 0.3426, 0.2992, 0.2374, 0.3462, 0.4167, 0.3665, 0.3274, 0.3690, 0.3847, 0.3392, 0.3317, 0.3237, 0.3333, 0.2200, 0.3227, -0.7950, -0.3173, -0.7075, -0.4975, -0.3347, -0.7143, -0.5236, -0.3406, -0.7915, 0.2664, 0.3224, 0.2979, 0.3466, 0.4169, 0.3951, 0.3482, 0.2287, 0.4294, 0.3329, 0.4173, 0.3169, 0.3226, 0.2596, 0.3211, -0.7977, -0.2545, -0.5860, -0.6462, -0.3097, -0.6078, -0.6170, -0.2766, -0.7173, 0.2440, 0.3197, 0.2947, 0.3665, 0.3603, 0.3306, 0.4192, 0.2467, 0.4193, 0.2292, 0.4047, 0.3620, 0.3078, 0.2872, 0.2215, -0.7460, -0.3737, -0.4459, -0.7477, -0.3925, -0.4032, -0.6750, -0.2962, -0.7259, 0.3321, 0.2972, 0.2727, 0.4102, 0.2976, 0.3690, 0.3910, 0.2715, 0.3004, 0.2851, 0.3602, 0.3672, 0.3249, 0.2379, 0.2892, -0.7681, -0.2413, -0.6547, -0.6455, -0.3725, -0.4942, -0.6557, -0.3527, -0.7381, 0.2337, 0.2822, 0.2970, 0.4372, 0.3243, 0.3439, 0.4107, 0.2515, 0.3921, 0.1932, 0.4478, 0.4215, 0.2699, 0.2660, 0.3498, -0.8079, -0.3258, -0.6099, -0.5385, -0.4179, -0.7524, -0.4488, -0.3164, -0.7575, 0.3358, 0.2581, 0.3262, 0.3480, 0.3805, 0.2770, 0.3642, 0.2704, 0.4220, 0.4499, 0.2964, 0.3764, 0.2309, 0.3110, 0.3283, -0.2959, -0.4822, -0.5384, -0.5113, 0.2379, 0.2647, 0.2445, 0.3956, 0.3136, 0.3716, -0.3369, -0.3813, -0.5313, -0.5255, 0.3170, 0.2703, 0.2572, 0.2995, 0.3197, 0.3110, -0.4527, -0.2584, -0.4709, -0.4723, 0.2729, 0.2900, 0.2893, 0.2309, 0.2767, 0.2946, -0.4898, -0.3190, -0.5199, -0.5108, 0.3284, 0.2800, 0.2769, 0.3328, 0.2868, 0.3337, -0.5029, -0.0358, -0.5524, -0.5235, 0.2856, 0.3452, 0.1795, 0.2155, 0.2757, 0.3128, -0.3036, -0.3798, -0.5183, -0.5159, 0.2978, 0.2844, 0.2890, 0.2555, 0.2962, 0.2949, -0.3322, -0.5314, -0.4907, -0.5231, 0.3387, 0.2576, 0.3917, 0.2541, 0.3124, 0.3228, -0.6386, 0.3170, 0.3213, -0.6257, 0.3077, 0.3213, -0.6344, 0.3183, 0.3161], "homo_lumo_gap_ev": 8.242, "homo_energy_ev": -8.135, "multiplicity": 1}

---

2.
{"formula": "C6H9NO4", "method": "wB97M-V/def2-TZVPD", "elements": ["C", "C", "C", "C", "O", "C", "C", "O", "N", "O", "O", "H", "H", "H", "H", "H", "H", "H", "H", "H"], "xyz": [[-1.5765, 1.8560, 1.6743], [-0.4558, 1.0879, 1.1100], [-0.7816, -0.0784, 0.1670], [0.3296, -1.1730, 0.2914], [0.1273, -2.1909, 0.9064], [1.5846, -0.8179, -0.6128], [2.0245, -1.9155, -1.4502], [2.0864, 0.2880, -0.5262], [-0.8618, 0.2844, -1.3255], [-0.6942, -0.7207, -2.0184], [-1.1190, 1.3895, -1.6782], [-1.5743, 2.9429, 1.5526], [-1.8143, 1.7206, 2.8006], [-2.4808, 1.4908, 1.1727], [0.2579, 1.8402, 0.6201], [0.3115, 0.9471, 1.9066], [-1.7196, -0.4139, 0.5217], [2.8900, -1.5248, -1.9237], [2.2708, -2.9243, -0.9572], [1.1953, -2.0881, -2.2314]], "nbo_charge": [-0.6153, -0.4713, -0.2201, 0.5269, -0.4874, 0.5105, -0.7442, -0.5145, 0.5524, -0.4093, -0.3096, 0.2280, 0.2119, 0.2025, 0.2586, 0.2505, 0.2496, 0.2401, 0.2655, 0.2751], "smiles": "CC[C@H](C(=O)C(C)=O)[N+](=O)[O-]", "homo_lumo_gap_ev": 9.704, "homo_energy_ev": -9.817, "multiplicity": 1}